The following is a quantum chemistry calculation of one molecule with the formula C21H26N4O3, from the Open Molecules 2025 dataset.

Geometry (Å):
C -3.855 2.426 -4.094
H -4.553 2.938 -4.754
O -2.575 2.852 -4.497
C -1.492 2.392 -3.805
C -1.579 1.497 -2.757
C -0.431 1.095 -2.073
C 0.797 1.608 -2.455
C 0.909 2.503 -3.520
C -0.239 2.899 -4.216
O -0.153 3.814 -5.249
C -0.611 3.377 -6.513
H -0.102 2.455 -6.818
H -1.689 3.212 -6.520
H -0.359 4.178 -7.207
O 2.190 2.902 -3.749
C 2.517 3.780 -4.804
H 1.978 4.725 -4.727
H 3.588 3.956 -4.700
H 2.321 3.329 -5.781
H 1.716 1.336 -1.961
C -0.581 0.155 -0.982
N -1.722 -0.377 -0.620
C -1.441 -1.198 0.434
C -2.266 -2.009 1.210
C -1.687 -2.736 2.221
C -0.307 -2.683 2.510
C 0.525 -1.878 1.743
C -0.055 -1.155 0.715
N 0.465 -0.287 -0.205
H 1.427 -0.006 -0.284
H 1.578 -1.787 1.949
N 0.164 -3.517 3.534
C 1.584 -3.775 3.641
H 1.697 -4.786 4.052
C 2.291 -2.760 4.568
N 1.414 -1.622 4.762
C 2.071 -0.502 5.389
H 2.925 -0.201 4.783
H 1.372 0.332 5.442
H 2.425 -0.727 6.408
C 0.206 -2.004 5.472
C -0.382 -3.291 4.854
H -0.124 -4.160 5.467
H -1.467 -3.219 4.806
H -0.503 -1.178 5.369
H 0.399 -2.160 6.550
H 3.218 -2.406 4.111
H 2.554 -3.237 5.531
H 2.019 -3.776 2.642
H -2.306 -3.394 2.813
H -3.324 -2.067 1.009
H -2.518 1.088 -2.426
H -3.972 1.344 -4.208
H -4.061 2.706 -3.057

SMILES	COc1cc(-c2nc3ccc(N4CCN(C)CC4)cc3[nH]2)cc(OC)c1OC
E_LUMO	0.75	eV
calculated total energy	-1260.52220	hartree